C30H38AsCoN2O2Si2 | the ωB97M-V functional and the def2-TZVPD basis

The geometry in XYZ format:
```
76
Properties=species:S:1:pos:R:3
C 2.306 0.948 -0.555
H -3.668 -3.961 -3.740
C -0.784 -0.021 4.449
Co -0.458 0.782 -0.972
C 0.727 -0.319 6.325
C 3.582 0.889 0.007
As -0.343 -1.546 -2.057
N 1.223 0.517 1.422
C -3.518 -2.686 -0.847
C 0.701 1.425 -3.792
C 1.824 -0.189 5.449
H -2.126 -4.570 -3.094
C -0.793 -2.819 1.314
H -0.991 -5.025 -0.926
H -1.704 2.496 -2.538
C 3.318 1.452 -2.710
H -0.167 -2.466 2.143
H 0.503 -4.843 -1.862
H -1.392 3.024 1.140
H -2.879 -0.526 -4.133
C 0.216 4.181 -1.591
H -2.123 -3.474 -4.480
H 2.107 -1.794 0.857
C 4.589 1.387 -2.133
C -1.237 0.323 1.661
H 2.588 -2.384 -0.739
H 5.694 1.047 -0.329
H 0.890 -0.493 7.383
H -3.114 -3.599 -0.396
H 5.465 1.551 -2.748
C -2.622 -3.697 -3.531
C 1.619 0.027 4.110
H 1.081 2.390 -4.127
C -2.107 0.038 3.919
H 0.146 4.608 2.233
H -3.488 0.066 -2.579
O -1.575 0.384 0.388
C 2.008 -2.631 0.154
H -1.402 -0.339 6.488
C -0.703 3.612 0.540
H -1.629 -2.121 1.221
H -4.448 -1.100 -3.524
C 4.709 1.106 -0.780
H -2.952 -0.057 4.594
H -1.198 -3.803 1.575
O 0.904 1.274 -2.398
H 2.439 -3.529 0.614
H -3.475 -1.894 -0.092
H 1.195 0.615 -4.326
H 1.789 5.636 -1.583
H 2.833 -0.262 5.837
H 3.217 1.676 -3.763
C 1.089 5.071 -0.979
C -1.555 2.387 -1.464
H 1.766 5.917 0.882
H -2.501 2.254 -0.946
C -2.305 0.197 2.581
H 0.237 4.066 -2.673
H -0.369 1.368 -3.955
C 2.210 1.236 -1.922
C 1.075 5.235 0.402
C 0.167 4.499 1.156
C 0.314 0.119 3.573
C 0.061 -4.718 -0.868
C -3.431 -0.814 -3.231
H 0.572 -5.393 -0.168
H -4.567 -2.865 -1.111
N 1.106 0.748 0.106
H 3.659 0.670 1.064
C -0.694 3.424 -0.848
H -3.307 0.214 2.166
Si 0.208 -2.931 -0.275
C -0.546 -0.235 5.827
H 2.456 0.127 3.432
C 0.106 0.336 2.142
Si -2.532 -2.220 -2.371
```

Results
Spin multiplicity: 4
⟨S²⟩: 3.815
Charge: -1
Molar mass, Da: 648.67
LUMO (alpha / beta), eV: 2.6588 / 2.2306
Total energy, eV: -153025.2499

=====

C30H38AuN4O | the ωB97M-V functional and the def2-TZVPD basis

The geometry in XYZ format:
```
74
Properties=species:S:1:pos:R:3
H 0.733 -0.174 3.466
N 0.730 4.234 1.727
H 2.825 -4.444 -2.641
H 6.671 -3.121 0.983
C 2.707 -0.242 -3.633
C -1.645 3.932 1.566
C -0.262 3.373 1.377
H -0.773 -0.450 4.364
H 4.726 -0.757 1.477
C 3.130 0.831 -0.019
C -2.282 -0.369 1.832
C 2.943 -1.295 -1.364
H -4.082 -2.445 -0.295
H -2.818 1.364 2.979
H -1.782 -4.201 0.461
N -4.963 2.741 -0.868
H -1.781 2.019 -1.818
C 3.465 -0.608 -0.257
H -2.386 3.188 1.267
H 1.686 3.932 1.634
C 4.037 -3.318 -0.655
C 3.171 -2.664 -1.546
H -1.788 4.828 0.947
H -3.150 0.075 -1.725
H 3.400 1.465 -0.876
H -5.811 4.614 -0.723
C 0.860 -2.362 1.726
H -1.821 4.208 2.617
H -4.002 0.033 3.008
N 0.639 0.595 -3.384
H 1.607 -1.691 2.169
H 4.239 -4.380 -0.814
C -2.660 4.027 -1.881
C -2.650 -1.382 0.866
C -1.411 -2.081 0.486
H -0.433 -3.655 -0.578
C -3.279 0.571 2.376
H 3.684 -0.533 -3.969
H -3.939 5.810 -1.812
C -0.966 -0.585 2.239
C -2.657 2.658 -1.681
N 2.230 -0.566 -2.377
C 5.639 -3.326 1.298
C -0.374 -1.602 1.395
H 5.541 -2.984 2.334
H 1.371 -3.451 -2.459
H 5.507 -4.411 1.275
C -1.432 -3.396 -0.202
C 0.909 -0.070 -2.296
C -4.009 0.623 -1.358
C -3.836 4.743 -1.615
H -0.525 1.083 3.493
H 1.294 -2.785 0.813
C -4.929 4.051 -1.042
H 3.711 1.169 0.851
C -0.347 0.000 3.450
H 1.721 0.942 -5.212
C -3.917 -1.679 0.455
C 1.730 0.501 -4.234
H -1.767 4.537 -2.247
H -4.953 0.141 -1.126
C -3.890 2.003 -1.300
H 2.065 0.997 0.216
C 2.460 -3.411 -2.628
H -3.852 1.041 1.561
C 4.639 -2.640 0.410
H -2.119 -3.341 -1.058
Au -0.177 -0.740 -0.754
H 0.541 5.166 2.066
H -4.751 -1.112 0.866
H 0.671 -3.182 2.439
H 2.631 -2.978 -3.621
C 4.309 -1.299 0.623
O -0.003 2.235 0.957
```

Results
Spin multiplicity: 3
⟨S²⟩: 2.062
Charge: -1
Molar mass, Da: 667.63
LUMO (alpha / beta), eV: 2.6639 / 2.0262
Total energy, eV: -43426.3365

=====

C30H38BEuF2N4O2 | the ωB97M-V functional and the def2-TZVPD basis

The geometry in XYZ format:
```
78
Properties=species:S:1:pos:R:3
H -2.870 3.868 -0.125
C 0.283 5.587 -0.760
C 0.351 -4.976 2.060
C 0.720 -2.467 1.923
N 0.010 -3.726 1.337
H -2.740 -0.012 0.769
C 5.799 -1.677 -0.385
H -1.858 1.322 2.580
C -1.463 -3.572 1.192
H 6.619 -0.586 1.275
H -1.896 -3.504 2.186
C 4.507 -0.389 1.207
H -2.212 2.637 -1.202
H 0.394 3.574 1.274
C -0.087 4.243 -0.772
C -0.187 -1.575 2.702
C -1.942 -1.073 -1.384
F 2.295 2.331 -0.204
O 2.163 -0.264 0.986
H 2.537 -2.490 -2.313
H -1.590 -1.467 5.799
H -4.022 -0.088 -2.738
H 0.395 -3.792 0.395
H -4.274 -0.159 -0.098
C 0.101 -2.192 -2.280
C 0.160 4.211 -3.167
C -0.979 -1.164 -2.565
H -4.533 2.192 -0.305
C -2.518 2.834 -0.173
C -3.326 0.411 -0.051
C -0.364 3.520 0.481
H -1.512 -1.419 -3.484
C 5.715 -0.861 0.748
C -0.510 -1.960 4.007
F 3.431 2.018 -2.120
H 1.432 -5.092 2.058
H 0.663 -2.452 -3.185
H -1.392 -1.242 -0.447
C -1.477 0.373 2.946
H -0.128 -5.818 1.563
B 2.452 1.524 -1.374
H -3.865 1.988 1.294
N -1.353 2.744 0.715
H 0.138 3.662 -4.099
C -1.346 -1.179 4.785
H 1.084 -1.947 1.041
Eu 0.476 0.832 -0.105
H 0.343 6.107 0.189
H -0.075 -2.861 4.434
H 4.444 0.250 2.078
C 0.475 5.552 -3.138
C -3.240 0.640 -2.463
C -0.642 -0.386 2.097
N 0.997 -1.677 -1.240
N -2.536 0.239 -1.262
O -0.294 2.202 -1.987
C 2.247 -1.914 -1.423
H 0.687 6.061 -4.070
H -1.839 -4.440 0.652
H -1.666 -2.648 0.653
H -3.718 1.605 -2.314
H -0.015 -4.878 3.079
C -3.632 1.884 0.232
C 3.300 -0.707 0.547
H -0.512 -0.188 -2.749
C -0.096 3.493 -1.980
C 3.387 -1.535 -0.605
H -2.467 0.650 4.827
H 0.825 7.305 -1.928
H -2.687 -1.895 -1.456
H -0.378 -3.118 -1.925
C -1.828 0.001 4.238
H -2.548 0.753 -3.294
H 1.570 -2.851 2.486
H 6.755 -2.033 -0.739
C 0.553 6.259 -1.936
H 4.673 -2.605 -1.942
C 4.635 -1.995 -1.048
```

Results
Spin multiplicity: 7
⟨S²⟩: 12.126
Molar mass, Da: 687.43
LUMO (alpha / beta), eV: -0.1164 / -0.1136
Total energy, eV: -67222.0826